Entry 1:
This record from the Open Molecules 2025 dataset describes 2 unconnected molecules or ions with the total composition C5H13NO at a distorted geometry. The level of theory is the ωB97M-V functional and the def2-TZVPD basis.

Results
LUMO level = 0.9 eV
SMILES = CC(N)=O.CCC

```
20
Properties=species:S:1:pos:R:3:forces:R:3:mulliken_charge:R:1
C -0.49594 -0.26697 2.27660 0.429 -0.560 0.202 -0.854
C -0.64165 1.19566 1.94963 -0.467 0.129 -0.020 0.663
O 0.08306 2.04970 2.41309 0.130 -0.008 0.006 -0.616
N -1.72371 1.51601 1.17249 0.505 -0.176 0.355 -0.408
H 0.49771 -0.43095 2.67908 0.052 0.122 0.248 0.255
H -0.58249 -0.96758 1.44981 -0.255 0.264 -0.339 0.206
H -1.84807 2.49375 0.96410 -0.143 -0.178 -0.235 0.222
H -2.17813 0.78044 0.66540 -0.289 0.247 -0.132 0.228
H -1.23390 -0.57399 3.02049 0.019 0.184 0.039 0.327
C 1.04178 -1.05837 -1.56629 0.649 -0.496 -0.235 -0.169
C -0.45813 -0.97407 -1.30997 0.092 0.262 -0.728 -1.052
C 1.72238 0.31151 -1.62983 -0.598 -0.059 1.098 -1.076
H 1.56451 -1.73545 -0.87678 -0.231 0.373 0.321 0.313
H 1.20093 -1.59084 -2.51155 -0.209 0.216 -0.109 0.304
H -0.92082 -0.69393 -2.25481 -0.222 -0.396 -0.295 0.443
H -0.76665 -0.11964 -0.70904 0.328 -0.329 0.675 -0.009
H 2.60039 0.31480 -2.26436 -0.078 0.258 -0.260 0.337
H 0.95874 1.05897 -1.86689 0.384 0.060 -0.686 0.289
H -0.85039 -1.93455 -0.97467 -0.263 0.249 0.122 0.346
H 2.03039 0.62550 -0.62651 0.168 -0.165 -0.027 0.252
```
Forces are in eV/Å.

---

Entry 2:
This record from the Open Molecules 2025 dataset describes a molecular structure, C4H8O at a distorted geometry. The level of theory is the ωB97M-V functional and the def2-TZVPD basis.

Results
LUMO level = 0.9 eV

```
13
Properties=species:S:1:pos:R:3:forces:R:3:mulliken_charge:R:1
C -0.44620 0.35485 0.34124 -6.704 1.800 -0.401 -0.383
C -2.40120 0.06581 -0.09664 2.891 1.792 1.313 -1.041
C 1.65838 -0.77303 0.22111 -1.926 -1.109 -1.441 -0.117
C 2.44638 0.05034 -0.44662 -0.912 -0.022 0.186 -0.528
O -0.19488 -0.83760 -0.08277 7.274 -2.295 0.246 -0.364
H -0.19953 1.20764 -0.30469 0.203 -0.052 0.219 0.307
H -0.41531 0.55160 1.42057 0.185 0.055 -0.171 0.315
H 1.95704 -1.61692 0.83326 -0.410 0.091 -0.028 0.355
H -2.45245 -0.08255 -1.16985 0.098 0.101 0.073 0.307
H -2.76646 1.02509 0.26341 -0.602 -0.137 -0.299 0.340
H -2.76793 -0.77256 0.48534 0.241 -0.010 0.035 0.304
H 2.04803 0.86273 -1.05000 -0.022 -0.225 -0.100 0.235
H 3.53414 -0.03542 -0.41438 -0.315 0.011 0.370 0.271
```
Forces are in eV/Å.

---

Entry 3:
This record from the Open Molecules 2025 dataset describes a molecular structure, C41H43N3O3P2S3W at a distorted geometry. The level of theory is the ωB97M-V functional and the def2-TZVPD basis.

Results
LUMO level = -12.5 eV
total charge = +4

```
96
Properties=species:S:1:pos:R:3:forces:R:3:mulliken_charge:R:1
W -1.21906 -0.89746 -0.37846 -0.071 -0.708 -0.904 0.793
S 0.66422 -0.35675 -1.77247 0.118 0.021 -0.042 -0.651
P 1.86694 -0.88349 -0.15074 -0.033 0.079 0.120 1.447
C 0.43816 -0.88328 0.98058 0.001 -0.097 0.143 -0.576
P -0.04702 0.26791 2.31082 -0.003 0.086 -0.041 1.261
S -1.79513 0.71465 1.25905 0.004 0.162 0.130 -0.592
C 0.91549 1.71478 2.57679 0.020 0.052 0.033 0.871
C 1.57018 1.84689 3.80815 0.008 -0.007 0.009 -0.846
C 2.32314 2.98289 4.05540 -0.005 0.004 -0.001 -0.930
C 2.41613 3.97451 3.08866 0.001 -0.001 -0.009 -0.801
C 1.76231 3.84057 1.86482 0.021 0.007 0.019 -0.601
C 1.00591 2.71644 1.60230 -0.019 0.015 -0.049 0.102
C -0.33540 -0.65259 3.79008 -0.010 -0.007 0.034 0.629
C 0.45256 -1.76461 4.09772 0.018 -0.015 -0.001 -0.192
C 0.28122 -2.39688 5.31804 -0.012 0.006 0.010 -0.779
C -0.66865 -1.92449 6.21766 -0.002 -0.001 -0.002 -0.588
C -1.45294 -0.81779 5.90846 0.011 -0.012 -0.005 -0.820
C -1.28877 -0.17272 4.69406 -0.017 0.013 0.011 -0.410
C 3.07224 0.36954 0.14701 0.013 0.024 -0.036 0.985
C 3.21186 1.46444 -0.70631 0.003 0.028 -0.024 -0.004
C 4.23946 2.36644 -0.48367 -0.011 -0.016 0.013 -0.613
C 5.09865 2.18680 0.59270 0.007 0.004 0.008 -0.732
C 4.94848 1.10083 1.45182 0.008 0.005 -0.012 -0.860
C 3.94652 0.17623 1.22406 0.014 -0.016 0.015 -0.635
C 2.61806 -2.47883 -0.28364 0.044 -0.025 -0.050 0.663
C 3.72288 -2.55791 -1.14483 0.011 -0.020 -0.017 -0.813
C 4.38100 -3.76472 -1.30114 -0.012 0.000 0.009 -0.765
C 3.95428 -4.88352 -0.59326 -0.004 -0.004 0.003 -0.587
C 2.86735 -4.80365 0.27131 0.015 -0.003 -0.004 -0.972
C 2.18824 -3.60672 0.42836 -0.031 0.027 0.027 0.020
H 1.48204 1.08412 4.57106 -0.003 -0.006 -0.009 0.492
H 2.82149 3.10100 5.00792 0.000 0.000 -0.001 0.504
H 2.99132 4.86834 3.29334 -0.002 -0.001 -0.001 0.485
H 1.83659 4.62887 1.12777 -0.009 0.000 0.002 0.485
H 0.47534 2.62854 0.65973 0.002 -0.013 0.000 0.084
H 1.19924 -2.13249 3.40275 -0.002 0.009 -0.007 0.365
H 0.88986 -3.25351 5.57405 0.001 0.001 -0.001 0.481
H -0.79573 -2.42032 7.17109 0.000 0.000 -0.001 0.455
H -2.18356 -0.45364 6.61795 0.001 -0.001 0.001 0.487
H -1.89023 0.70090 4.46582 0.011 0.000 -0.016 0.526
H 2.53625 1.60942 -1.54140 -0.010 0.003 0.011 0.129
H 4.37910 3.20587 -1.15150 -0.002 0.003 0.003 0.514
H 5.90436 2.89031 0.75850 -0.002 0.000 0.002 0.490
H 5.63300 0.96377 2.27803 -0.004 -0.002 0.001 0.526
H 3.86329 -0.69581 1.86453 -0.006 0.003 -0.006 0.480
H 4.08029 -1.68295 -1.67681 -0.015 0.010 0.010 0.466
H 5.23574 -3.83112 -1.96042 0.001 -0.001 0.002 0.466
H 4.48151 -5.82183 -0.70619 -0.001 0.001 0.001 0.462
H 2.56113 -5.67546 0.83385 0.000 0.001 0.000 0.497
H 1.35544 -3.54696 1.11591 -0.002 0.003 -0.003 0.331
N -0.71662 -2.96118 -1.46837 -0.110 0.260 0.027 -0.473
N -1.62205 -2.28891 -2.36657 0.135 0.110 -0.012 -0.434
H 0.21972 -2.98524 -1.86443 0.014 -0.039 0.014 0.291
H -0.99619 -3.91749 -1.26713 -0.027 0.022 0.046 0.271
H -2.49406 -2.80588 -2.45381 -0.022 0.021 0.026 0.247
H -1.22136 -2.18022 -3.29572 0.021 -0.026 0.009 0.253
C -3.63552 -1.98308 2.02027 -0.010 0.009 0.008 -0.741
S -3.19107 -2.44629 0.32595 -0.071 0.034 -0.001 0.341
C -2.58114 -4.11539 0.67351 -0.026 -0.001 0.018 -1.184
O -0.37654 -1.96799 1.04428 0.158 -0.053 0.270 -0.151
H -2.75811 -2.01988 2.66333 0.007 -0.008 -0.009 0.061
H -4.38923 -2.70153 2.33906 -0.002 0.007 0.008 0.647
H -4.06467 -0.98556 2.00816 -0.001 -0.012 -0.003 0.283
H -3.31478 -4.56881 1.33861 0.001 -0.007 -0.003 0.557
H -1.60629 -4.08775 1.15436 0.004 0.010 -0.005 0.258
H -2.58107 -4.70173 -0.24359 -0.004 0.000 0.005 0.470
C 1.89146 2.54638 -5.14483 -0.013 -0.009 0.006 -0.939
O 0.69551 1.99850 -4.54767 0.012 -0.014 -0.017 -0.524
C 0.11529 2.68617 -3.54180 -0.018 0.062 0.016 0.587
C 0.71492 3.70088 -2.80670 -0.009 -0.002 -0.001 -0.367
C -0.01982 4.35400 -1.82680 0.020 -0.007 0.026 -0.970
C -1.34139 4.01186 -1.56245 -0.020 0.000 0.007 -1.031
C -1.95163 3.00883 -2.29443 0.029 0.021 0.003 -0.198
C -1.21877 2.34146 -3.26706 -0.048 -0.006 -0.021 -0.004
N -1.77750 1.42671 -4.20400 0.118 -0.032 -0.003 0.321
C -2.86507 0.73019 -4.24347 -0.085 0.034 0.071 -0.678
C -3.88607 0.53363 -3.23262 0.055 -0.057 -0.128 1.023
C -5.20472 0.55124 -3.71762 -0.060 -0.011 0.039 -0.823
C -6.28360 0.50249 -2.85586 0.003 0.005 -0.051 -0.911
C -6.05657 0.39706 -1.49128 0.013 -0.011 0.026 -0.879
C -4.76146 0.30143 -0.99457 -0.028 -0.004 -0.030 -0.561
C -3.68054 0.34032 -1.85662 0.053 0.161 0.105 0.495
O -2.40956 0.20234 -1.37179 -0.158 -0.035 0.179 0.718
H 1.72555 3.58239 -5.43638 0.004 0.003 -0.002 0.445
H 2.08753 1.93964 -6.02181 0.007 0.002 -0.002 0.295
H 2.72834 2.47241 -4.45090 0.006 0.001 0.000 0.290
H 1.72392 4.01764 -3.02967 0.001 -0.003 -0.009 0.650
H 0.43574 5.17434 -1.28705 0.008 0.000 -0.004 0.594
H -1.91196 4.56552 -0.82970 0.002 -0.002 0.001 0.531
H -3.00212 2.80096 -2.14989 -0.005 -0.019 0.002 0.583
H -1.19907 1.39361 -5.04567 -0.012 -0.007 -0.003 0.298
H -3.06002 0.28826 -5.21680 -0.036 0.014 -0.005 0.576
H -5.37470 0.64876 -4.78336 0.008 0.006 -0.001 0.521
H -7.29116 0.55467 -3.24377 0.000 -0.001 0.002 0.474
H -6.89261 0.37736 -0.80441 0.002 -0.001 0.000 0.503
H -4.59578 0.22335 0.07178 0.035 -0.025 0.024 0.555
```
Forces are in eV/Å.

---

Entry 4:
This record from the Open Molecules 2025 dataset describes a molecular structure, C15H19MnN4O4SSe2. The level of theory is the ωB97M-V functional and the def2-TZVPD basis.

Results
2S+1 = 6
LUMO level (alpha / beta) = 2.8 / 2.8 eV
total charge = -1

```
46
Properties=species:S:1:pos:R:3:forces:R:3:mulliken_charge:R:1
Mn -0.57890 -0.52528 -0.25487 -0.450 0.002 0.478 0.359
N 4.99976 -1.45132 -5.06638 -0.069 0.047 -0.003 -0.590
C 4.54927 -1.28073 -3.75032 0.075 -0.043 -0.083 1.147
C 5.15534 -0.34450 -2.91525 -0.012 0.022 0.034 -0.689
C 4.67877 -0.14336 -1.62962 -0.053 0.008 -0.008 -0.253
C 3.60285 -0.88612 -1.16720 0.093 -0.099 -0.270 -0.318
C 2.99182 -1.82555 -1.99225 0.062 0.078 0.009 -0.570
C 3.45923 -2.01250 -3.27921 -0.035 -0.033 -0.004 -0.888
S 2.98820 -0.64646 0.46115 -0.231 0.090 -0.069 1.239
O 3.90992 0.23554 1.12644 0.089 0.005 0.220 -0.735
O 2.72376 -1.94719 1.01690 0.100 -0.084 0.125 -0.780
N 1.53339 0.02927 0.29385 -0.152 0.628 -0.196 -0.539
C 1.35066 1.29737 -0.16833 0.356 -0.465 0.019 1.088
N 0.03475 1.62298 -0.14653 0.090 0.171 -0.227 -0.588
C -0.32631 2.82105 -0.57079 -0.145 -0.010 0.013 -0.026
C 0.60033 3.74234 -1.01868 0.247 -0.057 0.010 -0.753
C 1.91857 3.29106 -1.07049 -0.146 0.053 -0.036 -0.094
N 2.31173 2.08842 -0.67971 -0.028 0.090 0.239 -0.388
H 5.96796 -1.22137 -5.21768 0.024 0.005 0.035 0.223
H 4.75423 -2.33450 -5.48266 -0.007 -0.026 0.017 0.234
H 5.99430 0.23695 -3.28338 -0.016 -0.010 0.016 0.262
H 5.12527 0.59376 -0.97630 -0.005 -0.017 0.001 0.463
H 2.13682 -2.39049 -1.64053 0.021 0.017 0.017 0.644
H 2.96668 -2.72911 -3.92850 0.019 0.018 0.019 0.288
H -1.39181 3.02624 -0.56227 -0.007 -0.021 -0.004 0.390
H 0.31306 4.72825 -1.35188 0.032 -0.011 -0.009 0.355
H 2.69454 3.93478 -1.47671 0.019 -0.028 0.016 0.383
O -0.89759 -2.07100 1.35540 -0.022 -0.070 -0.137 -0.198
C -2.20099 -2.66544 1.46932 0.147 0.134 0.024 -1.322
C -2.78762 -2.97027 0.08523 0.044 -0.018 -0.048 1.937
C -3.73339 -4.16715 0.27421 -0.174 0.005 0.096 -1.219
O -4.80420 -3.96234 1.20234 0.124 0.002 -0.105 -0.545
C -3.60620 -1.80194 -0.51410 0.042 -0.142 -0.067 -1.202
Se -3.10395 0.03061 -0.00702 0.114 0.059 0.126 -0.565
C -1.68564 -3.50637 -0.86104 -0.059 -0.089 0.073 -1.322
Se -0.66480 -2.26957 -2.00173 0.010 -0.163 -0.405 -0.375
H -0.48290 -1.98818 2.21867 0.045 0.035 0.015 0.199
H -2.85352 -1.97011 2.00507 -0.043 -0.002 0.032 0.441
H -2.09008 -3.59850 2.03407 0.008 -0.029 -0.006 0.418
H -3.14687 -5.04385 0.57512 0.023 -0.029 0.013 0.441
H -4.20675 -4.39490 -0.68162 -0.041 0.015 -0.001 0.447
H -4.46724 -3.47198 1.95794 -0.006 -0.010 0.007 0.362
H -4.64912 -1.92469 -0.22628 -0.018 0.010 0.004 0.478
H -3.53414 -1.87446 -1.59884 -0.028 0.000 -0.021 0.344
H -2.15091 -4.20020 -1.56470 -0.021 0.006 0.026 0.454
H -0.96165 -4.07297 -0.27555 -0.015 -0.043 0.017 0.361
```
Forces are in eV/Å.

---

Entry 5:
This record from the Open Molecules 2025 dataset describes 2 unconnected molecules or ions with the total composition C2H12N4 at a distorted geometry. The level of theory is the ωB97M-V functional and the def2-TZVPD basis.

Results
LUMO level = 0.9 eV
SMILES = NCN.NCN

```
18
Properties=species:S:1:pos:R:3:forces:R:3:mulliken_charge:R:1
N -1.39336 2.47011 -0.88349 0.854 -0.718 -0.668 -0.454
C -1.86892 2.00838 0.37013 -1.865 -0.311 1.244 -0.441
N -1.21635 0.88428 1.03223 -0.472 0.105 -0.675 -0.583
H -1.99634 2.97685 -1.49289 -0.448 0.196 0.024 0.171
H -0.44023 2.74754 -0.97762 0.381 0.292 0.265 0.157
H -2.06036 2.75212 1.14691 0.660 0.541 0.021 0.316
H -2.90287 1.65579 0.20460 0.313 0.006 -0.159 0.360
H -1.39005 0.07468 0.45631 0.348 -0.345 0.033 0.277
H -0.22935 0.98357 1.19913 0.155 0.309 0.033 0.293
N 1.46446 -3.06443 -0.49453 0.692 0.348 -0.348 -0.596
C 1.78438 -1.99309 0.44080 -2.181 0.829 0.806 -0.175
N 1.73802 -0.62272 -0.11733 0.857 -0.511 -1.284 -0.651
H 1.80770 -2.81941 -1.42144 0.304 -0.298 0.114 0.237
H 0.46520 -3.11063 -0.61298 -0.269 -0.048 0.105 0.257
H 0.93714 -2.02338 1.14608 0.637 -0.193 0.382 0.205
H 2.70601 -2.10861 1.00251 0.213 -0.430 -0.370 0.255
H 1.64530 -0.75661 -1.12358 0.253 0.455 0.104 0.212
H 0.94963 -0.05445 0.12518 -0.430 -0.227 0.373 0.161
```
Forces are in eV/Å.

---

Entry 6:
This record from the Open Molecules 2025 dataset describes 2 unconnected molecules or ions with the total composition C4H13NS at a distorted geometry. The level of theory is the ωB97M-V functional and the def2-TZVPD basis.

Results
LUMO level = 0.9 eV
SMILES = CCN.CCS

```
19
Properties=species:S:1:pos:R:3:forces:R:3:mulliken_charge:R:1
C 2.15669 -0.54433 -0.39591 -1.736 0.809 -1.796 -0.917
C 2.12344 -1.38804 -1.72090 1.626 -1.302 0.226 -0.501
S 0.46424 -1.43309 -2.49385 0.960 0.797 -0.658 -0.211
H 1.53536 0.38516 -0.57364 0.519 -1.015 0.248 0.186
H 1.71479 -1.09403 0.41247 -0.486 -0.397 0.310 0.256
H 3.07447 -0.17940 -0.01731 1.438 0.017 -0.130 0.462
H 2.84769 -1.09558 -2.53659 -0.924 0.410 0.960 0.305
H 2.50011 -2.46492 -1.54950 -0.886 1.513 0.029 0.287
C -2.16021 0.74820 0.20118 0.204 3.415 -2.157 -0.737
C -2.04440 1.02340 1.67550 2.479 -1.788 0.449 -0.254
N -0.61310 1.35374 1.92189 1.233 -2.810 0.550 -0.620
H -2.72315 -0.10597 -0.04598 -1.178 -0.742 -0.488 0.316
H -1.18465 0.65584 -0.34815 -0.564 -0.329 1.037 0.122
H -2.51185 1.73925 -0.30446 -0.131 -1.898 0.512 0.241
H -2.24760 0.00953 2.19881 0.155 1.899 -0.276 0.206
H -2.61755 1.84269 2.10612 -0.397 -0.313 -0.260 0.330
H -0.06403 -2.29793 -1.68531 -0.518 -0.821 0.828 0.110
H 0.01855 0.58594 1.47805 -1.528 2.154 1.039 0.182
H -0.26881 2.25954 1.67758 -0.265 0.401 -0.424 0.237
```
Forces are in eV/Å.

---

ΔE to the lowest compared entry with this formula, charge and spin values (in kcal per mole) by entry order: 6.8, 124.8, 0.0, 0.0, 16.2, 29.6.
Total energy values (in hartree) by entry order: -328.3080, -232.2468, -3921.2007, -7455.1698, -302.3758, -613.0818.